# 1
The following is a quantum chemistry calculation of a single C5H8O molecule, from the Open Molecules 2025 dataset.

```
14
Properties=species:S:1:pos:R:3
C -1.5310 0.7678 0.1133
O -0.7303 -0.3540 0.5081
C -0.2795 -1.3273 -0.7816
C 1.1127 -1.1293 -1.1425
C 1.6960 -0.3182 -0.3704
C 1.8528 0.5581 0.6758
H -2.5468 0.4252 -0.1072
H -1.5616 1.4802 0.9460
H -1.1078 1.2642 -0.7705
H -0.5160 -2.3063 -0.3581
H -1.0180 -1.0260 -1.5318
H 2.3732 0.2310 1.5784
H 1.9127 1.6311 0.4785
H 0.3435 0.1034 0.7621
```

Energy relative to the best compared isomer or geometry (same formula, charge and spin) (kJ/mol): 534.15
E_HOMO (eV): -8.178
Maximum force (Eh/bohr): 0.014
E_LUMO (eV): 0.8
Kohn-Sham gap (eV): 8.99

Atom charges from the natural (NBO) analysis, given in e for atoms 1 to 4: number 1, C, carries -0.2643; number 2, O, carries -0.6007; number 3, C, carries -0.0825; number 4, C, carries -0.3016


# 2
The following is a quantum chemistry calculation of 2 unconnected molecules or ions with the total composition H3P3 at a distorted geometry, from the Open Molecules 2025 dataset.

```
6
Properties=species:S:1:pos:R:3
P 0.5519 1.0481 0.0099
P 0.5684 -0.9227 0.8692
P -0.7352 -0.5113 -0.8400
H -0.3432 2.0538 0.5771
H 2.0496 -1.3716 -0.3151
H -2.0914 -0.2962 -0.3011
```

Energy relative to the best compared isomer or geometry (same formula, charge and spin) (kJ/mol): 141.31
E_HOMO (eV): -8.898
Maximum force (Eh/bohr): 0.068
E_LUMO (eV): -0.2
Kohn-Sham gap (eV): 8.66

Atom charges from the natural (NBO) analysis, given in e for atoms 1 to 4: number 1, P, carries -0.0509; number 2, P, carries 0.0401; number 3, P, carries -0.0255; number 4, H, carries 0.0196


# 3
The following is a quantum chemistry calculation of a molecular structure, C9H20ClN at a distorted geometry, from the Open Molecules 2025 dataset.

```
31
Properties=species:S:1:pos:R:3
C 2.6212 -1.4113 -3.0559
C 1.1220 -1.2313 -2.6513
C 1.0344 -0.4767 -1.3530
C -0.4086 -0.4922 -0.8178
N -0.6608 0.3635 0.4627
C -2.0781 -0.0321 0.9786
C -2.0051 0.1245 2.5062
C -0.5345 0.4468 2.8575
C 0.2960 0.0142 1.6299
C -0.7260 1.9175 0.0876
H 2.6081 -1.6871 -4.1103
H 3.1499 -2.2228 -2.5558
H 3.1114 -0.4378 -3.0573
H 0.6442 -2.1592 -2.3371
H 0.5372 -0.7178 -3.4145
H 1.4940 0.4819 -1.5938
H 1.6991 -0.9824 -0.6526
H -0.6018 -1.4896 -0.4230
H -1.2758 -0.1197 -1.3630
H -2.8910 0.4070 0.4002
H -2.2364 -1.0984 0.8173
H -2.5599 0.9855 2.8789
H -2.5107 -0.7159 2.9818
H -0.4785 1.5194 3.0429
H -0.2746 0.0423 3.8357
H 1.1454 0.6912 1.7216
H 0.5679 -1.0400 1.6835
H 0.0064 2.0721 -0.7047
H -0.6596 2.6195 0.9188
H -1.6462 2.2198 -0.4124
Cl 1.5104 2.4092 1.6991
```

Energy relative to the best compared isomer or geometry (same formula, charge and spin) (kJ/mol): 213.23
E_HOMO (eV): -7.375
Maximum force (Eh/bohr): 0.063
E_LUMO (eV): 0.4
Kohn-Sham gap (eV): 7.79

Atom charges from the natural (NBO) analysis, given in e for atoms 1 to 4: number 1, C, carries -0.6154; number 2, C, carries -0.3810; number 3, C, carries -0.4275; number 4, C, carries -0.1804


# 4
The following is a quantum chemistry calculation of a molecular structure, C8H18AlClI2NO2P at a distorted geometry, from the Open Molecules 2025 dataset.

```
34
Properties=species:S:1:pos:R:3
I -1.7328 4.0657 -1.9490
I 1.2902 2.1265 -0.6581
Al -0.2076 0.0501 -0.3873
P -0.4212 -0.6030 -2.7754
C -0.4525 0.8341 -3.8889
C 0.8314 -1.7336 -3.4775
H -2.1109 -2.2493 -2.3375
H -1.9487 -1.9646 -4.0871
H -2.8217 -0.7900 -3.0419
C -1.9811 -1.4838 -3.1061
H 1.0314 -2.5273 -2.7473
H 0.4579 -2.1916 -4.4136
H -0.5398 0.4823 -4.9308
H 0.4667 1.4114 -3.7517
H 1.7701 -1.1893 -3.6773
H -1.2838 1.4977 -3.6211
C -2.2306 0.9602 -0.4019
O -3.2531 1.4260 -0.1750
Cl -1.0117 -1.9477 -0.0831
C 1.2485 0.2800 4.7478
N 1.4069 0.3652 3.2984
C 2.7529 0.3941 2.7270
C 0.3816 0.1240 2.4806
C -1.0399 0.1979 2.8832
O 0.7137 -0.1503 1.2645
H 2.2324 0.4749 5.2031
H 0.9207 -0.7352 5.0567
H 0.5178 1.0114 5.1282
H 2.9658 -0.5597 2.2225
H 2.8160 1.2225 2.0077
H 3.4435 0.5528 3.5714
H -1.5864 0.8919 2.2437
H -1.4946 -0.7837 2.7636
H -1.1309 0.5400 3.9123
```

Energy relative to the best compared isomer or geometry (same formula, charge and spin) (kJ/mol): 168.56
Total charge: +2
E_HOMO (spin up / spin down) (eV): -16.057 / -16.089
Maximum force (Eh/bohr): 0.077
E_LUMO (spin up / spin down) (eV): -11.0 / -10.0
Kohn-Sham gap (spin up / spin down) (eV): 5.02 / 6.12

Atom charges from the natural (NBO) analysis, given in e for atoms 1 to 4: number 1, I, carries 0.2034; number 2, I, carries 0.2709; number 3, Al, carries 1.1856; number 4, P, carries 0.9042


# 5
The following is a quantum chemistry calculation of 4 unconnected molecules or ions with the total composition C23H65FO7SSi6 at a distorted geometry, from the Open Molecules 2025 dataset.

```
103
Properties=species:S:1:pos:R:3
C -4.0141 1.4461 -0.3803
O -5.2553 1.6985 -1.0027
C -5.4161 2.9691 -1.5836
C -6.1845 2.8475 -2.8821
C -5.6502 1.7979 -3.8382
C -4.1461 1.8003 -4.0427
O -3.7227 2.6434 -5.1490
S -3.9177 1.9227 -6.5699
O -3.0086 0.8337 -6.6510
O -3.1308 3.1688 -7.4375
F -2.8255 4.2783 -6.6462
H -4.0660 1.5868 0.6929
H -3.2028 2.0407 -0.7844
H -3.7659 0.4039 -0.5399
H -5.9800 3.6313 -0.9315
H -4.4657 3.4648 -1.7673
H -6.2541 3.8234 -3.3419
H -7.2015 2.5737 -2.6280
H -6.0962 1.9898 -4.8059
H -5.9599 0.8055 -3.5562
H -3.5981 2.1735 -3.1956
H -3.7937 0.7927 -4.2127
O 0.3713 0.0296 2.4031
Si 1.0667 -1.4304 2.7233
C 1.3622 -1.6197 4.5614
C 2.7021 -1.5806 1.8266
C -0.0722 -2.7906 2.1465
Si 0.6669 1.6419 2.5678
C -0.7757 2.6001 1.8724
C 2.2192 2.1126 1.6369
C 0.8798 2.0840 4.3731
H 2.0972 -0.8961 4.9198
H 1.7373 -2.6203 4.7842
H 0.4378 -1.4690 5.1229
H 2.5779 -1.4092 0.7553
H 3.1195 -2.5798 1.9656
H 3.4279 -0.8570 2.2035
H -0.2561 -2.7167 1.0726
H -1.0347 -2.7374 2.6599
H 0.3709 -3.7669 2.3511
H -0.9204 2.3720 0.8143
H -0.5965 3.6724 1.9695
H -1.6988 2.3583 2.4032
H 3.0991 1.6383 2.0765
H 2.3690 3.1938 1.6663
H 2.1546 1.8044 0.5910
H 1.7696 1.6108 4.7929
H 0.0161 1.7621 4.9586
H 0.9863 3.1644 4.4891
O -4.9971 -6.4224 0.5105
Si -4.3088 -5.1511 1.3011
C -3.3924 -4.0540 0.0933
C -3.1044 -5.7677 2.5944
C -5.6343 -4.1436 2.1433
Si -4.5737 -7.7136 -0.4226
C -6.1074 -8.6642 -0.8966
C -3.4236 -8.8460 0.5244
C -3.7123 -7.1311 -1.9784
H -2.5448 -4.5810 -0.3496
H -3.0104 -3.1661 0.6010
H -4.0517 -3.7300 -0.7149
H -3.5911 -6.4638 3.2806
H -2.7132 -4.9311 3.1768
H -2.2583 -6.2815 2.1334
H -6.1830 -4.7450 2.8706
H -6.3508 -3.7520 1.4188
H -5.1836 -3.2995 2.6685
H -6.6313 -9.0327 -0.0126
H -5.8363 -9.5223 -1.5144
H -6.7987 -8.0394 -1.4651
H -2.4732 -8.3533 0.7397
H -3.2129 -9.7453 -0.0576
H -3.8698 -9.1503 1.4733
H -2.7607 -6.6485 -1.7466
H -4.3318 -6.4153 -2.5226
H -3.5092 -7.9765 -2.6386
O 6.7738 4.1125 0.1156
Si 6.7222 3.1224 -1.2013
C 8.4086 3.0178 -2.0064
C 5.4939 3.7753 -2.4530
C 6.1947 1.4114 -0.6760
Si 7.1144 5.6741 0.5164
C 6.8897 5.9036 2.3544
C 5.9630 6.8396 -0.3878
C 8.8822 6.0874 0.0624
H 8.7110 3.9833 -2.4168
H 8.3947 2.2934 -2.8229
H 9.1662 2.7048 -1.2851
H 4.5093 3.9096 -2.0000
H 5.3936 3.0761 -3.2854
H 5.8147 4.7373 -2.8577
H 5.2030 1.4289 -0.2190
H 6.8937 0.9889 0.0486
H 6.1598 0.7493 -1.5430
H 5.8638 5.6838 2.6561
H 7.1121 6.9362 2.6299
H 7.5570 5.2490 2.9181
H 6.1302 6.8022 -1.4661
H 6.1265 7.8671 -0.0567
H 4.9191 6.5818 -0.1981
H 9.0309 6.0536 -1.0188
H 9.5779 5.3830 0.5227
H 9.1371 7.0918 0.4061
```

E_HOMO (eV): -10.071
Maximum force (Eh/bohr): 0.023
E_LUMO (eV): 0.2
Kohn-Sham gap (eV): 10.30

Atom charges from the Mulliken analysis, given in e for atoms 1 to 4: number 1, C, carries -0.7033; number 2, O, carries -0.3715; number 3, C, carries -0.6285; number 4, C, carries -0.8576


# 6
The following is a quantum chemistry calculation of a single C3H9N3S2 molecule at a distorted geometry, from the Open Molecules 2025 dataset.

```
17
Properties=species:S:1:pos:R:3
N 2.1087 -0.7603 -0.3884
C 0.9925 -1.3355 0.3729
C -0.3607 -0.9307 -0.1978
C -0.7414 0.5421 -0.0895
N -1.9229 1.0131 -0.0427
S -3.2267 -0.0909 -0.1420
N 0.3429 1.4210 -0.0326
S 0.1898 3.0981 -0.1435
H 2.1232 -1.1318 -1.3260
H 2.9723 -0.9834 0.0406
H 1.0095 -2.4248 0.4344
H 1.1075 -0.9850 1.4198
H -0.4444 -1.2004 -1.2593
H -1.1319 -1.4870 0.3099
H -4.1926 0.8656 0.0820
H 1.2603 1.0276 -0.1787
H -0.0861 3.3624 1.1409
```

Energy relative to the best compared isomer or geometry (same formula, charge and spin) (kJ/mol): 0.00
E_HOMO (eV): -7.919
SMILES: NCC/C(=N\S)NS
Maximum force (Eh/bohr): 0.020
E_LUMO (eV): 0.8
Kohn-Sham gap (eV): 8.67

Atom charges from the natural (NBO) analysis, given in e for atoms 1 to 4: number 1, N, carries -0.8465; number 2, C, carries -0.2182; number 3, C, carries -0.4924; number 4, C, carries 0.4228